Entry 1:
The following is a DFT calculation (the ωB97M-V functional and the def2-TZVPD basis) of a cluster of 4 separate species, C39H71FN3O12 in total in a non-equilibrium geometry.

Structure (XYZ):
```
126
C39H71FN3O12 the ωB97M-V functional and the def2-TZVPD basis
C -5.09032 0.16330 1.91860
C -4.16186 1.37420 1.89968
O -3.10666 1.20558 2.87329
C -1.86642 1.11147 2.34061
O -1.01375 1.91285 2.61308
C -1.53926 -0.03368 1.39915
C -0.99918 -1.23831 2.17103
C -0.73863 -2.46412 1.27191
C 0.41009 -2.22530 0.34693
C 1.72256 -2.55255 0.41907
N 2.33828 -2.04911 -0.70924
C 3.77476 -2.19073 -0.96762
C 4.10577 -2.98638 -2.21989
C 3.90725 -4.47408 -1.97953
O 3.42243 -4.86679 -0.94532
N 4.30391 -5.33755 -3.00651
C 3.22531 -6.16480 -3.51075
C 2.89479 -7.34364 -2.86466
C 1.83987 -8.11362 -3.33264
C 1.12057 -7.72235 -4.45460
C 1.46876 -6.55041 -5.10961
C 2.51345 -5.77049 -4.63616
C 1.44665 -1.42367 -1.47398
C 1.69249 -0.71242 -2.76560
C 0.52131 0.13963 -3.29246
C 0.87380 1.61584 -3.50717
F 0.12615 -0.42566 -4.50261
N 0.27046 -1.53645 -0.84384
H -4.50279 -0.75536 1.95406
H -5.66777 0.19156 2.84286
H -5.77110 0.16395 1.07021
H -3.75515 1.56782 0.90540
H -4.72071 2.25756 2.20379
H -2.42600 -0.32202 0.82141
H -0.81067 0.37999 0.70156
H -0.04805 -0.95041 2.62461
H -1.70252 -1.49526 2.96420
H -0.54564 -3.34367 1.87999
H -1.62644 -2.63900 0.65653
H 2.22643 -3.10242 1.19312
H 4.24657 -1.20750 -1.00319
H 4.19406 -2.71255 -0.11237
H 5.15494 -2.80044 -2.47190
H 3.53595 -2.67778 -3.09574
H 4.73438 -4.82339 -3.76728
H 3.45286 -7.67058 -1.99821
H 1.58585 -9.02683 -2.81120
H 0.30219 -8.33323 -4.80998
H 0.92625 -6.23032 -5.98957
H 2.78359 -4.85857 -5.15987
H 1.91363 -1.45232 -3.53394
H 2.55884 -0.06592 -2.61713
H -0.35765 0.09754 -2.64712
H 0.52277 1.89422 -4.50023
H 1.94119 1.81110 -3.44413
H 0.33182 2.23680 -2.79547
H -0.63035 -1.19385 -1.13589
C 5.18660 5.62854 -6.36718
O 4.89588 4.34070 -6.86550
C 5.85853 3.90060 -7.80981
C 5.82864 2.39609 -7.94472
O 6.49375 1.70936 -6.89120
C 5.82619 1.63281 -5.64814
C 4.70336 0.61830 -5.61856
O 3.53489 1.12863 -6.23032
C 2.62582 0.11021 -6.57744
H 5.19250 6.37442 -7.16931
H 4.40871 5.88815 -5.65177
H 6.15646 5.64394 -5.85692
H 6.86305 4.21524 -7.50326
H 5.63294 4.34968 -8.78614
H 6.38602 2.13374 -8.84544
H 4.80471 2.03779 -8.06756
H 5.47075 2.61280 -5.32123
H 6.58734 1.29737 -4.93931
H 4.47553 0.37121 -4.56658
H 5.03152 -0.29568 -6.12982
H 3.07546 -0.60471 -7.27580
H 1.76738 0.57625 -7.05632
H 2.28302 -0.42503 -5.68484
C -6.21361 7.38683 2.63090
O -4.86705 7.40194 2.21498
C -4.10799 8.39223 2.88987
C -2.63050 8.07790 2.83000
O -2.21223 7.08693 3.75590
C -2.52034 5.73875 3.44274
C -1.63835 5.13096 2.37724
O -2.05356 5.54304 1.07706
C -1.04346 5.36094 0.11899
H -6.70634 8.34384 2.42527
H -6.72223 6.60316 2.07223
H -6.29327 7.16664 3.70187
H -4.41852 8.45851 3.93940
H -4.28516 9.36411 2.40940
H -2.09248 8.98137 3.12404
H -2.32878 7.82391 1.81154
H -3.57597 5.62223 3.18553
H -2.33714 5.18637 4.36689
H -1.70521 4.04093 2.43014
H -0.59816 5.43114 2.55352
H -0.14574 5.93741 0.37203
H -1.42608 5.71224 -0.83833
H -0.76679 4.30034 0.02678
C -2.22960 -0.79610 6.08713
O -2.36235 -2.18818 6.26252
C -1.33113 -2.73311 7.06995
C -1.74892 -4.06193 7.65917
O -2.60594 -3.94845 8.78059
C -3.96627 -3.62818 8.52944
C -4.78367 -4.78494 8.00169
O -4.55296 -4.98109 6.61569
C -4.96355 -6.25954 6.18692
H -1.28642 -0.55413 5.57891
H -3.06078 -0.45846 5.46964
H -2.26796 -0.26957 7.04654
H -1.08153 -2.04200 7.88338
H -0.43512 -2.88298 6.44962
H -0.84753 -4.54614 8.04136
H -2.17899 -4.70982 6.89175
H -4.05662 -2.75832 7.87552
H -4.37427 -3.35794 9.50513
H -5.84930 -4.56869 8.15833
H -4.52447 -5.69237 8.56025
H -4.42334 -7.04823 6.72300
H -4.73797 -6.33955 5.12500
H -6.04046 -6.40227 6.33197
```

Properties
HOMO-LUMO gap in eV: 8.08
Molar mass in Da: 793.004
Calculated total energy in eV: -73342.3006
Total charge: +1

These are the Löwdin partial charges, in e, on atoms 1 to 8:
1. C -0.06
2. C -0.21
3. O -0.01
4. C -0.49
5. O 0.13
6. C -0.11
7. C -0.15
8. C -0.10

Entry 2:
The following is a DFT calculation (the ωB97M-V functional and the def2-TZVPD basis) of an isolated molecule of C5H10N2 in a non-equilibrium geometry.

Structure (XYZ):
```
17
C5H10N2 the ωB97M-V functional and the def2-TZVPD basis
C 1.42326 -1.02344 -0.32276
C 0.76588 -0.26703 -1.14440
C 0.97418 -0.93346 1.10375
C -1.41574 0.26673 -1.69849
C -0.37490 1.02122 1.73971
N -0.30276 0.47312 -0.76626
N -0.29375 -0.23966 1.10034
H 2.23413 -1.65386 -0.55416
H 0.93417 -0.30952 -2.30386
H 0.81064 -1.90285 1.51690
H 1.80226 -0.39919 1.55123
H -2.31041 0.53939 -1.26700
H -1.33680 1.03850 -2.58465
H -1.48029 -0.78276 -2.13567
H 0.50396 1.34106 2.16221
H -0.82531 1.84239 1.06394
H -1.10852 0.98937 2.53917
```

Properties
HOMO-LUMO gap (spin up / spin down) in eV: 8.11 / 8.12
Molar mass in Da: 98.149
Relative energy (zero: lowest compared OMol25 entry of this formula, charge and spin) in kJ/mol: 440.00
Calculated total energy in eV: -8322.7729

These are the Löwdin partial charges, in e, on atoms 1 to 8:
1. C -0.10
2. C -0.26
3. C -0.22
4. C -0.12
5. C -0.16
6. N -0.05
7. N -0.01
8. H 0.09

Entry 3:
The following is a DFT calculation (the ωB97M-V functional and the def2-TZVPD basis) of a structure of composition C19H56IN6NbO6P3 in a non-equilibrium geometry.

Structure (XYZ):
```
92
C19H56IN6NbO6P3 the ωB97M-V functional and the def2-TZVPD basis
C -0.51121 -3.72345 -0.09427
C -0.91462 -3.47660 -1.54669
O 0.17294 -3.00306 -2.33679
C 0.19477 -1.60217 -2.57418
C 0.16138 -0.71533 -1.32815
C -1.20091 -0.15504 -0.88572
C -2.03819 0.51672 -1.99654
C -3.14193 -0.38853 -2.57228
Nb -4.90201 -0.81195 -1.32304
I -6.39537 -1.57964 -3.55386
P -7.12149 -0.54317 0.17083
O -7.07059 -1.61335 1.21467
O -8.51690 -0.69996 -0.65865
O -7.37865 0.91511 0.86768
H -0.96157 -4.63029 0.30740
H 0.57691 -3.82726 -0.07116
H -0.74424 -2.87739 0.55245
H -1.78211 -2.81740 -1.61173
H -1.20960 -4.42733 -1.99953
H -0.58587 -1.31605 -3.28902
H 1.14653 -1.43209 -3.08480
H 0.80065 0.14540 -1.54660
H 0.61737 -1.23968 -0.48338
H -1.78540 -0.91302 -0.35804
H -0.98463 0.61108 -0.13261
H -2.49438 1.41290 -1.58207
H -1.33288 0.77779 -2.79411
H -2.77504 -1.38351 -2.85593
H -3.54894 0.09700 -3.46565
H -5.10470 1.01310 -1.46320
H -4.04367 -0.37823 0.17377
H -4.50977 -2.53425 -0.76755
H -8.86780 -1.57136 -0.45272
H -6.95682 0.86991 1.73077
O 0.99477 2.10711 -3.21065
P 2.04759 3.10559 -3.41910
N 1.31017 4.58372 -3.74926
C 2.02089 5.77672 -4.17779
C 0.17746 4.90287 -2.87229
N 2.92228 2.59004 -4.77533
C 3.56607 3.47702 -5.72134
C 2.37732 1.41270 -5.45302
N 3.36296 3.51214 -2.45306
C 4.33289 2.41564 -2.25985
C 2.95443 4.00205 -1.12016
H 2.63834 6.23270 -3.39083
H 1.28109 6.51677 -4.48901
H 2.64740 5.59206 -5.03751
H 0.46593 5.13017 -1.84033
H -0.51991 4.06781 -2.85013
H -0.34760 5.77240 -3.26901
H 2.85286 3.98137 -6.38562
H 4.24498 2.89496 -6.34996
H 4.17624 4.22109 -5.20968
H 1.51199 1.65017 -6.08261
H 2.07362 0.65593 -4.73693
H 3.15927 0.98683 -6.08649
H 3.88682 1.53533 -1.78438
H 5.13819 2.78270 -1.62253
H 4.75987 2.11753 -3.21193
H 2.29293 3.30621 -0.59322
H 2.45472 4.96523 -1.20733
H 3.84462 4.15562 -0.51126
O -0.27125 -2.57941 3.07443
P 0.34853 -2.29423 4.37069
N 1.75726 -1.40882 4.09348
C 2.73288 -1.08576 5.12022
C 1.61075 -0.32984 3.11091
N 0.73212 -3.79825 5.05101
C 1.86446 -4.03679 5.92043
C 0.48770 -4.94986 4.18254
N -0.29744 -1.59213 5.75556
C -1.39632 -2.36458 6.37039
C -0.78543 -0.21697 5.51677
H 2.38035 -0.34443 5.85142
H 3.61685 -0.67285 4.62956
H 3.06395 -1.96224 5.65738
H 0.99860 0.50864 3.45953
H 1.15886 -0.71741 2.19981
H 2.59813 0.06119 2.86057
H 2.82120 -4.04582 5.38216
H 1.74792 -5.01306 6.39847
H 1.90510 -3.30000 6.72244
H 1.26589 -5.07766 3.42060
H -0.46693 -4.85814 3.67503
H 0.45982 -5.84915 4.80307
H -2.24607 -2.50221 5.69393
H -1.73993 -1.82258 7.25211
H -1.04135 -3.34022 6.68645
H -1.49760 -0.15406 4.68785
H 0.04964 0.45191 5.31583
H -1.27718 0.14532 6.41870
```

Properties
HOMO-LUMO gap in eV: 6.87
Molar mass in Da: 777.425
Calculated total energy in eV: -79356.7785
Total charge: -1

These are the Löwdin partial charges, in e, on atoms 1 to 8:
1. C -0.08
2. C -0.26
3. O -0.16
4. C -0.21
5. C -0.18
6. C -0.23
7. C -0.31
8. C -0.46

Entry 4:
The following is a DFT calculation (the ωB97M-V functional and the def2-TZVPD basis) of the ion C4H8NO with charge +1 in a non-equilibrium geometry.

Structure (XYZ):
```
14
C4H8NO the ωB97M-V functional and the def2-TZVPD basis
C -1.69487 -1.00347 0.68661
C -0.20147 -0.88527 0.64410
C 0.43191 0.31724 1.20981
N 0.50254 0.15421 -0.05852
C 0.82945 0.80602 -1.28045
O 1.47918 2.00690 -1.16610
H -2.01405 -1.07736 -0.32649
H -2.20219 -0.18187 1.19025
H -1.83612 -1.94312 1.40196
H 0.35304 -1.97176 0.76494
H 0.57623 0.89140 1.99328
H 1.45250 0.12195 -1.75759
H -0.08739 0.84403 -1.95881
H 2.41124 1.92111 -1.34299
```

Properties
HOMO-LUMO gap in eV: 10.82
Molar mass in Da: 86.114
SMILES: C[C@@H]1C=[N+]1CO
Relative energy (zero: lowest compared OMol25 entry of this formula, charge and spin) in kJ/mol: 335.28
Calculated total energy in eV: -7804.6279
Total charge: +1

These are the Löwdin partial charges, in e, on atoms 1 to 8:
1. C -0.03
2. C -0.23
3. C 0.24
4. N 0.09
5. C -0.20
6. O 0.05
7. H 0.08
8. H 0.09

Entry 5:
The following is a DFT calculation (the ωB97M-V functional and the def2-TZVPD basis) of an isolated molecule of C10H12 in a non-equilibrium geometry.

Structure (XYZ):
```
22
C10H12 the ωB97M-V functional and the def2-TZVPD basis
C -0.68619 0.17905 -0.60333
C -1.35838 -0.63208 0.16289
C -1.31534 -0.42057 1.65875
C 0.02086 -0.92138 2.21760
C 1.06420 0.16500 2.33366
C 1.93637 0.48244 1.38172
C 2.68708 0.82037 0.34675
C 2.29286 1.97833 -0.58973
C 0.75584 2.11826 -0.77185
C 0.07282 0.92510 -1.35510
H -1.99922 -1.37470 -0.29531
H -2.13326 -1.01930 2.12930
H -1.43917 0.60543 2.01644
H -0.11890 -1.29763 3.23250
H 0.37285 -1.76863 1.54847
H 1.10911 0.74586 3.23887
H 3.65990 0.35031 0.16887
H 2.68666 2.87312 -0.09926
H 2.76646 1.89228 -1.55383
H 0.62096 2.99408 -1.41287
H 0.28765 2.36699 0.18842
H 0.35874 0.57956 -2.30104
```

Properties
HOMO-LUMO gap in eV: 7.25
Molar mass in Da: 132.206
SMILES: C1=CCCC=C=CCCC=1
Relative energy (zero: lowest compared OMol25 entry of this formula, charge and spin) in kJ/mol: 434.49
Calculated total energy in eV: -10559.1194

These are the Löwdin partial charges, in e, on atoms 1 to 8:
1. C -0.01
2. C -0.12
3. C -0.20
4. C -0.22
5. C -0.11
6. C -0.03
7. C -0.09
8. C -0.18

Entry 6:
The following is a DFT calculation (the ωB97M-V functional and the def2-TZVPD basis) of a cluster of 2 separate species, C3H4O2S in total in a non-equilibrium geometry.

Structure (XYZ):
```
10
C3H4O2S the ωB97M-V functional and the def2-TZVPD basis
C 0.49091 1.68187 0.54223
C 0.84064 0.60091 0.11188
C 1.06059 -0.69115 -0.39671
O -2.58186 0.27193 -0.84671
O -1.59553 -1.35245 0.64117
S -2.27262 -0.10272 0.49737
H 0.41543 2.55714 1.17822
H 2.05016 -0.72005 -0.64008
H 0.65341 -0.77321 -1.33117
H 0.93888 -1.47227 0.24379
```

Properties
HOMO-LUMO gap in eV: 9.40
Molar mass in Da: 104.130
Relative energy (zero: lowest compared OMol25 entry of this formula, charge and spin) in kJ/mol: 278.29
Calculated total energy in eV: -18103.1809

These are the Löwdin partial charges, in e, on atoms 1 to 8:
1. C 0.08
2. C -0.22
3. C -0.11
4. O -0.42
5. O -0.43
6. S 0.86
7. H 0.04
8. H 0.06